Entry 1:
{"formula": "C6H25NO8", "method": "wB97M-V/def2-TZVPD", "species": ["H", "H", "O", "H", "H", "H", "H", "H", "N", "H", "C", "C", "H", "O", "C", "O", "H", "O", "O", "H", "H", "O", "C", "H", "H", "C", "H", "H", "O", "H", "H", "H", "H", "H", "C", "H", "H", "H", "O", "H"], "positions_angstrom": [[0.54, -2.92, 0.36], [-1.15, 2.23, -1.63], [-2.07, 2.38, -1.90], [-3.21, -0.12, -2.97], [0.16, 1.85, 3.07], [-2.53, 2.75, -1.15], [-0.93, 0.08, -0.51], [1.24, -1.10, -2.04], [0.64, 1.42, -0.26], [3.81, -1.80, 0.22], [1.64, 1.92, -1.19], [0.67, -0.17, -2.02], [-1.65, -2.51, 0.31], [0.39, 3.30, 1.00], [0.39, 2.08, 0.92], [-0.04, -1.35, 3.09], [2.68, 1.94, -0.83], [-2.24, -0.10, -2.96], [0.91, -3.02, 1.25], [-0.13, -0.44, -2.72], [0.41, -2.10, 2.62], [3.11, -1.46, 0.77], [0.20, 1.26, 2.16], [1.40, 2.96, -1.42], [-1.75, -2.11, 2.66], [1.42, 1.10, -2.47], [-2.16, 0.84, -2.67], [-0.42, 0.38, 2.08], [-1.42, -2.60, -0.62], [2.82, -0.61, 0.41], [-2.67, -2.91, 1.81], [0.78, 1.69, -3.14], [1.84, -2.76, 1.17], [1.17, 0.75, 2.29], [0.15, 0.09, -0.61], [-0.09, -1.63, 4.01], [-2.11, -2.13, -1.11], [2.30, 0.83, -3.05], [-2.60, -2.02, 2.19], [0.56, -0.71, 0.01]], "mulliken_charge": [0.257, 0.216, -0.755, 0.285, 0.394, 0.346, 0.426, 0.385, 0.433, 0.307, -0.777, -0.600, 0.297, -0.673, 0.559, -0.661, 0.471, -0.621, -0.727, 0.349, 0.405, -0.664, -1.021, 0.293, 0.377, -0.800, 0.382, 0.237, -0.631, 0.300, 0.340, 0.315, 0.376, 0.289, 0.013, 0.271, 0.276, 0.339, -0.671, -0.338], "de_lowest_kj_mol": 37.93, "gap_ev": 9.26, "e_tot_ha": -900.28716, "smiles": "CC(=O)N1CCCC1.O.O.O.O.O.O.O", "molar_mass_g_mol": 239.3}

Entry 2:
{"formula": "H24O12", "method": "wB97M-V/def2-TZVPD", "species": ["H", "H", "O", "H", "H", "H", "H", "H", "H", "H", "H", "H", "O", "O", "O", "O", "H", "H", "H", "H", "O", "H", "O", "H", "O", "H", "O", "O", "O", "H", "H", "H", "H", "H", "O", "H"], "positions_angstrom": [[1.67, 0.56, -0.82], [1.90, 0.11, -3.31], [-1.56, -2.66, -1.60], [2.61, -1.84, -2.64], [1.28, -2.68, 0.78], [2.55, -0.67, 4.20], [-1.55, -0.08, 1.04], [0.40, 0.08, -3.09], [-3.87, 0.16, -1.94], [-2.30, -3.25, -1.75], [-0.04, -3.40, 1.02], [-1.74, -1.90, -2.17], [1.15, 0.68, -3.11], [3.24, -1.16, -2.35], [-1.69, -0.95, 0.65], [-0.78, 3.96, 0.15], [-1.43, 0.23, -0.93], [2.06, -1.56, 5.33], [-4.26, 1.00, -0.73], [4.02, -1.32, -2.90], [0.32, -2.56, 0.73], [-1.62, 3.59, -0.16], [1.76, 1.51, -0.92], [-0.30, 1.08, -1.48], [-1.26, 1.07, -1.37], [-0.95, 4.91, 0.21], [1.75, -0.93, 4.66], [0.03, 0.27, 0.45], [-3.52, 0.81, -1.32], [0.36, 0.97, 1.02], [0.81, 0.68, 3.22], [2.39, 1.62, -1.64], [-2.39, -1.34, 1.19], [0.61, 0.99, 4.69], [0.48, 0.29, 4.04], [0.51, -0.52, 0.72]], "mulliken_charge": [0.330, 0.336, -0.575, 0.337, 0.249, 0.298, 0.316, 0.295, 0.246, 0.281, 0.217, 0.275, -0.627, -0.636, -0.405, -0.598, 0.387, 0.231, 0.245, 0.294, -0.506, 0.303, -0.582, 0.299, -0.707, 0.278, -0.510, -0.425, -0.475, 0.161, 0.283, 0.260, 0.141, 0.318, -0.628, 0.293], "de_lowest_kj_mol": 676.05, "gap_ev": 9.10, "e_tot_ha": -917.06786, "smiles": "O.O.O.O.O.O.O.O.O.O.O.O", "molar_mass_g_mol": 216.2}

Entry 3:
{"formula": "C32H33AgN3OPSe3Si", "method": "wB97M-V/def2-TZVPD", "species": ["Se", "N", "H", "C", "Se", "C", "H", "O", "H", "C", "H", "C", "C", "H", "C", "H", "C", "H", "H", "P", "C", "H", "H", "H", "C", "H", "C", "H", "H", "H", "H", "H", "H", "C", "H", "Si", "C", "C", "H", "H", "C", "H", "H", "H", "C", "N", "H", "H", "H", "C", "C", "C", "Ag", "H", "C", "C", "C", "H", "C", "C", "N", "C", "H", "C", "H", "C", "C", "H", "H", "C", "Se", "C", "C", "C", "C"], "positions_angstrom": [[-1.64, -2.90, -1.55], [1.60, -1.90, -2.69], [5.06, 0.93, 1.49], [3.55, 3.15, 1.81], [4.75, -5.04, 1.07], [4.23, 0.99, 0.78], [-4.01, -2.01, 2.64], [1.39, 0.27, -0.43], [4.18, -0.22, -3.70], [-3.84, -0.55, -0.41], [-2.38, -6.94, 2.88], [0.11, 2.57, 0.79], [2.46, 2.90, -3.86], [2.12, 0.04, 2.28], [0.05, 3.89, 1.25], [0.68, -2.62, -4.42], [-2.33, -5.03, 1.91], [3.12, 5.92, -2.50], [-1.41, -4.71, 2.39], [-2.13, -2.60, 0.51], [2.14, 2.83, -1.45], [2.75, 3.73, 2.28], [4.60, 1.46, -0.14], [-1.12, 5.45, 2.15], [-1.11, 4.43, 1.80], [-4.48, -7.65, 1.76], [-4.27, -1.35, 1.81], [-4.57, -3.93, -0.36], [3.95, 3.72, 0.97], [1.71, 1.57, 3.07], [3.31, 0.83, 3.32], [-3.15, 4.05, 2.35], [3.92, -0.04, 0.55], [2.83, 4.24, -3.80], [4.35, 3.05, 2.55], [1.65, 1.73, 0.05], [2.52, 1.01, 2.59], [-2.88, -6.28, 2.18], [-5.09, 1.06, -1.08], [-3.11, 1.71, 1.53], [-3.54, -1.42, 0.63], [-6.43, 1.13, 1.00], [2.86, -0.80, -1.58], [2.51, 4.71, -0.47], [2.84, 4.88, -2.56], [2.77, -3.10, 0.13], [2.74, -1.37, -5.74], [-1.04, 0.78, 0.56], [-5.88, -0.40, 2.86], [-4.05, -6.67, 1.55], [2.11, 2.21, -2.71], [2.50, 4.18, -1.41], [0.79, -2.02, -0.24], [-5.58, -6.13, 0.15], [-2.94, -4.18, 1.00], [-5.61, 0.42, 0.90], [3.30, -0.83, -3.67], [2.44, 2.39, -4.82], [-2.22, 2.33, 1.45], [-1.06, 1.81, 0.90], [2.69, -1.15, -2.52], [-5.31, -0.45, 1.94], [1.81, 1.17, -2.76], [-2.25, 3.64, 1.91], [0.92, 4.53, 1.17], [-4.87, 0.37, -0.27], [-4.11, -4.58, 0.37], [3.11, 4.78, -4.70], [-3.25, -0.59, -1.31], [1.50, -2.06, -4.00], [-0.76, -2.01, 2.05], [2.55, -1.41, -4.68], [3.05, 1.77, 1.37], [3.55, -3.87, 0.51], [-4.67, -5.82, 0.65]], "mulliken_charge": [-0.601, -0.447, 0.501, -1.801, -0.410, -1.792, 0.345, 0.918, 0.483, -0.286, 0.364, 0.410, -0.555, 0.202, -0.070, 0.404, -0.330, 0.385, 0.291, 0.797, 0.627, 0.277, 0.331, 0.364, -0.796, 0.344, -0.491, 0.337, 0.302, 0.358, 0.490, 0.358, 0.174, -0.403, 0.490, -1.345, -1.854, -0.595, 0.343, 0.264, 0.523, 0.354, 0.078, 0.073, -0.755, -0.632, 0.365, 0.356, 0.347, -0.353, -0.469, -0.212, 0.367, 0.353, 0.387, -0.471, -0.216, 0.431, 0.010, -0.255, 0.553, -0.613, 0.505, -0.579, 0.044, -0.561, -0.542, 0.343, 0.248, -0.409, -0.577, -0.837, 2.323, -0.006, -0.557], "total_charge": -2, "gap_ev": 6.32, "e_tot_ha": -9461.03769, "molar_mass_g_mol": 879.4}

Entry 4:
{"formula": "C4H8N3O", "method": "wB97M-V/def2-TZVPD", "species": ["H", "C", "C", "N", "O", "N", "H", "H", "H", "H", "C", "H", "H", "N", "C", "H"], "positions_angstrom": [[0.26, 0.26, -1.93], [1.22, 0.99, 0.04], [0.33, 0.19, -0.90], [0.79, -1.13, -0.50], [2.62, 0.88, -0.13], [-1.12, -0.92, 0.53], [-1.72, 2.09, -0.20], [-1.71, -1.04, 1.32], [-2.87, 0.91, 0.33], [-0.18, -2.72, 0.71], [-0.99, 0.23, -0.16], [2.86, 1.59, 0.45], [0.99, 1.02, 1.04], [-1.99, 1.12, -0.16], [-0.09, -1.78, 0.29], [1.59, -1.70, -0.75]], "mulliken_charge": [0.478, -0.508, 0.197, -0.163, -0.434, -0.093, 0.262, 0.249, 0.239, 0.475, 0.113, 0.376, 0.322, -0.429, -0.313, 0.229], "de_lowest_kj_mol": 496.76, "total_charge": 1, "gap_ev": [7.06, 8.04], "e_tot_ha": -396.34704, "molar_mass_g_mol": 114.1}